(1)
The following is a quantum chemistry calculation of a single C5H5NO molecule, from the Open Molecules 2025 dataset.

Last column: Mulliken charge in e.
Geometry (Å):
1 O 1.026 -2.066 -0.101  -0.5375
2 N -1.045 0.855 0.081  -0.6043
3 C -1.627 -0.144 0.645  -0.1219
4 C 0.286 -1.114 0.345  0.7800
5 C -1.023 -1.239 0.847  -0.5488
6 C 0.207 0.484 -0.229  0.3339
7 C 1.316 1.268 -0.878  -0.9152
8 H -2.626 -0.072 0.932  0.4780
9 H -1.376 -2.215 1.312  0.3145
10 H 0.916 2.335 -1.078  0.2710
11 H 2.325 1.296 -0.172  0.2692
12 H 1.619 0.612 -1.704  0.2810

Summary:
relative energy (zero: lowest compared OMol25 entry of this formula, charge and spin): 75.4 kcal/mol
structure (SMILES): CC1=NC=CC1=O
LUMO energy: -1.374 eV

---

(2)
The following is a quantum chemistry calculation of a molecular structure, C38H30MnN5O3, from the Open Molecules 2025 dataset.

Last column: Mulliken charge in e.
Geometry (Å):
1 Mn -0.743 0.036 0.144  -0.5844
2 O -2.036 -0.383 1.525  -0.3713
3 O 2.304 1.212 -3.260  -0.7203
4 O 0.366 0.926 -1.283  -0.4082
5 N 1.036 1.921 0.889  -1.4695
6 N 0.109 1.193 1.375  2.0671
7 N -0.290 -2.032 0.572  0.8690
8 N -1.733 -0.894 -1.241  1.3672
9 N -2.141 1.603 -0.559  0.5794
10 C -0.281 -4.776 1.019  -0.9969
11 C 1.606 -1.921 -2.095  0.1395
12 C 4.097 2.619 -2.837  -0.6012
13 C -2.304 -2.889 -2.394  -0.9223
14 C 1.251 -1.663 2.455  -1.5487
15 C -2.060 -0.133 2.758  0.3293
16 C -1.016 -4.238 -0.025  -1.0040
17 C -2.389 -0.165 -2.150  0.6800
18 C 1.456 1.459 -0.352  1.5045
19 C 2.581 2.166 -1.010  0.4052
20 C -2.400 2.854 -0.146  1.1497
21 C 3.171 -1.273 -0.371  -0.4928
22 C -3.143 -0.448 4.897  -0.5877
23 C 2.437 -2.968 -2.448  -1.1072
24 C 1.970 -1.071 -1.050  0.7058
25 C 3.628 -3.177 -1.762  -0.6279
26 C -0.983 -2.872 -0.230  0.6637
27 C 4.831 3.467 -2.037  -0.4701
28 C 0.437 -2.550 1.568  0.6977
29 C 2.962 1.976 -2.350  0.7001
30 C -1.231 1.023 4.820  -1.4253
31 C 3.325 3.057 -0.224  -1.0974
32 C 4.435 3.700 -0.723  -0.8540
33 C -2.249 3.243 1.291  -1.2415
34 C -0.135 1.417 2.703  -1.1675
35 C 3.997 -2.323 -0.732  -1.0147
36 C -2.481 1.269 -1.830  0.5516
37 C -2.216 0.441 5.534  -0.7035
38 C -1.100 0.767 3.414  1.8605
39 C 1.104 0.002 -0.573  0.2902
40 C -2.942 -2.141 -3.369  -1.2561
41 C -2.874 3.825 -1.030  -0.9663
42 C -2.946 2.192 -2.746  -0.9673
43 C -1.708 -2.227 -1.330  0.4209
44 C -2.998 -0.762 -3.243  -0.8385
45 C 0.463 -3.924 1.805  -1.0232
46 C -3.113 3.508 -2.348  -0.9251
47 C -3.077 -0.719 3.568  -0.7489
48 H -3.049 4.824 -0.658  0.4911
49 H -3.406 -2.631 -4.214  0.4804
50 H -2.318 0.649 6.590  0.4726
51 H -3.454 4.260 -3.047  0.4798
52 H -2.266 -3.965 -2.471  0.5128
53 H -3.527 -0.170 -3.976  0.4859
54 H -2.619 2.455 1.940  0.0553
55 H -0.285 -5.842 1.203  0.4976
56 H -2.825 4.145 1.484  0.5798
57 H 3.024 3.224 0.800  0.4080
58 H 0.685 -1.745 -2.642  0.4746
59 H 4.992 4.384 -0.098  0.4463
60 H 0.511 2.139 3.195  0.3531
61 H 2.161 -3.622 -3.264  0.5181
62 H -3.776 -1.385 3.081  0.5858
63 H -3.911 -0.914 5.501  0.4930
64 H -0.512 1.684 5.288  0.4978
65 H -1.213 3.469 1.544  0.2324
66 H 1.074 -4.307 2.611  0.5872
67 H -3.172 1.893 -3.759  0.4434
68 H 0.772 -1.578 3.434  0.4107
69 H 5.706 3.960 -2.436  0.4166
70 H 1.367 -0.672 2.032  -0.1507
71 H 4.355 2.436 -3.871  0.5154
72 H 1.415 1.002 -2.976  0.3650
73 H 4.275 -3.996 -2.044  0.4539
74 H 4.936 -2.469 -0.215  0.4884
75 H 3.461 -0.596 0.425  0.4804
76 H 2.241 -2.090 2.610  0.5541
77 H -1.619 -4.870 -0.659  0.5319

Summary:
relative energy (zero: lowest compared OMol25 entry of this formula, charge and spin): 11.0 kcal/mol
total charge: +2
LUMO energy (spin up / spin down): -7.902 / -7.906 eV

---

(3)
The following is a quantum chemistry calculation of a molecular structure, CH10NP5, from the Open Molecules 2025 dataset.

Last column: Mulliken charge in e.
Geometry (Å):
1 P 2.655 1.610 0.099  -0.1864
2 P 1.151 0.341 1.130  0.0818
3 P 2.258 -1.447 0.666  -0.0968
4 P -1.627 -1.131 0.901  0.0919
5 P -3.182 0.229 0.272  -0.1043
6 N -0.117 0.441 0.084  -0.2983
7 C -0.088 0.118 -1.296  -1.0698
8 H 1.096 -2.194 0.972  0.0267
9 H 3.074 2.110 1.338  0.0708
10 H -1.122 0.270 -1.822  0.2896
11 H 0.341 -0.873 -1.394  0.4058
12 H -2.981 0.774 1.550  0.0865
13 H -1.636 -1.603 -0.427  0.0764
14 H 2.024 -1.357 -0.790  0.0716
15 H 1.691 2.506 -0.526  0.0856
16 H -4.088 -0.722 0.909  0.0890
17 H 0.549 0.927 -1.664  0.3800

Summary:
relative energy (zero: lowest compared OMol25 entry of this formula, charge and spin): 32.1 kcal/mol
LUMO energy: -0.581 eV

---

(4)
The following is a quantum chemistry calculation of 2 unconnected molecules or ions with the total composition C5H7NO, from the Open Molecules 2025 dataset.

Last column: Mulliken charge in e.
Geometry (Å):
1 O -2.408 -0.204 0.731  -0.6672
2 N 1.509 1.172 1.818  -0.5168
3 C 1.853 0.929 0.424  -0.6702
4 C 0.454 1.199 0.820  -0.4572
5 C 0.300 -1.055 -0.525  0.7878
6 C -0.379 -2.033 -1.066  -1.1371
7 C 0.807 -0.023 0.069  0.5359
8 H -2.253 -1.131 0.522  0.3169
9 H -0.556 -2.964 -0.530  0.3429
10 H 1.480 0.295 2.337  0.2769
11 H -0.822 -1.926 -2.053  0.2528
12 H -1.522 0.124 0.929  0.3190
13 H 2.500 1.561 -0.163  0.2672
14 H -0.151 2.061 0.573  0.3492

Summary:
relative energy (zero: lowest compared OMol25 entry of this formula, charge and spin): 119.3 kcal/mol
structure (SMILES): C=C=C1[C@H]2N[C@@H]12.O
LUMO energy: 0.820 eV

---

(5)
The following is a quantum chemistry calculation of a molecular structure, Ba2F, from the Open Molecules 2025 dataset.

Last column: Mulliken charge in e.
Geometry (Å):
1 Ba -0.562 -1.877 0.844  1.9162
2 Ba 1.066 1.045 -1.508  1.9112
3 F -0.504 0.832 0.664  -0.8274

Summary:
relative energy (zero: lowest compared OMol25 entry of this formula, charge and spin): 0.0 kcal/mol
total charge: +3
LUMO energy: -13.619 eV

---

(6)
The following is a quantum chemistry calculation of a molecular structure, C24H34FN3O5SiW, from the Open Molecules 2025 dataset.

Last column: Mulliken charge in e.
Geometry (Å):
1 W -0.023 -0.033 -0.403  1.2140
2 Si -1.571 2.506 0.840  0.4908
3 F -0.759 -1.881 0.643  -0.3538
4 O -3.572 -0.847 -2.623  -0.6950
5 O -0.063 1.361 -1.851  -1.0244
6 O -1.992 -0.300 -1.127  -1.0175
7 O 2.203 -2.261 -1.061  -0.5310
8 O -0.523 2.021 -3.929  -0.6723
9 N 1.136 -0.517 2.065  0.6272
10 N -1.199 0.784 1.068  1.5085
11 N -0.084 -1.334 -2.662  0.0874
12 C -1.900 -1.522 1.386  0.4345
13 C 4.108 0.750 -1.821  -0.5782
14 C 4.913 0.580 -0.707  -1.0371
15 C 0.415 -0.184 3.301  -1.3527
16 C -3.300 0.131 2.240  -0.8928
17 C 4.304 0.407 0.532  -0.6101
18 C 2.079 0.431 -0.484  1.2063
19 C 1.605 -1.908 2.154  -0.7675
20 C -4.144 -0.865 2.712  -0.8749
21 C 0.035 -0.246 -3.654  -0.7638
22 C -2.290 3.274 2.387  -1.4945
23 C 0.869 -2.428 -3.004  -1.0908
24 C 2.724 0.681 -1.698  -1.5622
25 C -0.252 1.154 -3.146  0.1968
26 C 0.072 3.359 0.636  -0.7459
27 C 2.283 0.385 1.985  -1.7319
28 C -2.732 2.822 -0.556  -1.1100
29 C -1.449 -1.897 -2.726  -0.8119
30 C -2.456 -0.937 -2.173  0.6607
31 C 2.922 0.364 0.640  1.6773
32 C -2.114 -0.160 1.553  0.9002
33 C 2.262 -2.228 -2.483  -0.4150
34 C -3.854 -2.207 2.515  -0.7229
35 C -2.699 -2.539 1.817  -0.9449
36 H 3.002 0.164 2.782  0.4015
37 H 0.767 -2.563 2.378  0.3910
38 H -0.423 -0.862 3.449  0.3031
39 H -3.559 1.171 2.400  0.1718
40 H 0.523 3.542 1.621  0.2728
41 H 0.787 2.822 0.016  0.0405
42 H 2.351 -2.012 2.949  0.3848
43 H 2.135 0.846 -2.589  0.7430
44 H -0.615 -0.421 -4.510  0.4419
45 H 1.062 -0.216 -4.020  0.7501
46 H 0.482 -3.354 -2.589  0.4491
47 H 4.552 0.942 -2.792  0.5002
48 H -3.386 3.248 2.415  0.4154
49 H -2.210 2.830 -1.514  0.2271
50 H -1.986 4.330 2.397  0.4008
51 H -1.710 -2.179 -3.745  0.3445
52 H 2.671 -1.278 -2.829  0.1680
53 H 3.024 -1.893 -0.717  0.2399
54 H 5.993 0.608 -0.792  0.3762
55 H -4.516 -2.983 2.877  0.3935
56 H 4.910 0.334 1.430  0.4412
57 H 0.036 0.832 3.250  0.3027
58 H 2.043 -2.226 1.213  0.0241
59 H 2.898 -3.031 -2.861  0.5315
60 H 1.096 -0.275 4.155  0.5062
61 H -1.488 -2.780 -2.092  0.4242
62 H -3.503 2.045 -0.603  0.2906
63 H -0.094 4.333 0.157  0.4634
64 H -5.051 -0.580 3.234  0.4330
65 H -1.909 2.808 3.305  0.3686
66 H 1.901 1.394 2.159  0.2587
67 H 0.904 -2.541 -4.091  0.3600
68 H -2.423 -3.567 1.609  0.5006
69 H -3.219 3.794 -0.413  0.4772

Summary:
relative energy (zero: lowest compared OMol25 entry of this formula, charge and spin): 32.3 kcal/mol
⟨S²⟩: 2.014
2S+1: 3
LUMO energy (spin up / spin down): -0.130 / -0.039 eV

---

(7)
The following is a quantum chemistry calculation of a single C10H12ClN molecule, from the Open Molecules 2025 dataset.

Last column: Mulliken charge in e.
Geometry (Å):
1 Cl 0.651 2.181 -0.376  -0.2102
2 N 1.052 0.063 1.051  -0.0156
3 C 3.295 -0.363 -0.251  -0.2810
4 C 2.370 0.167 0.963  -1.0179
5 C -1.545 -1.012 0.534  -0.5901
6 C -1.174 0.272 0.237  1.2782
7 C -3.783 -0.497 -0.209  -0.3814
8 C -3.397 0.759 -0.589  -0.4939
9 C -2.078 1.204 -0.292  -0.6131
10 C -2.793 -1.468 0.100  -0.7310
11 C 0.127 0.755 0.354  0.1852
12 C 3.104 0.001 -1.645  -0.8088
13 H 2.665 1.262 1.055  0.3483
14 H -3.101 -2.496 0.287  0.3409
15 H 3.586 0.891 -2.105  0.2972
16 H -4.839 -0.719 -0.158  0.3732
17 H -4.185 1.508 -0.901  0.2782
18 H 2.059 -0.244 -2.069  0.2659
19 H 3.181 -1.522 -0.100  0.1846
20 H 2.693 -0.350 1.792  0.4817
21 H -1.765 2.233 -0.293  0.3764
22 H 0.534 -0.750 1.401  0.1477
23 H -0.837 -1.727 1.032  0.1805
24 H 4.180 -0.147 0.182  0.4051

Summary:
relative energy (zero: lowest compared OMol25 entry of this formula, charge and spin): 112.8 kcal/mol
LUMO energy (spin up / spin down): 0.151 / 0.240 eV

---

(8)
The following is a quantum chemistry calculation of 3 unconnected molecules or ions with the total composition C23H33BClO10PS, from the Open Molecules 2025 dataset.

Last column: Mulliken charge in e.
Geometry (Å):
1 Cl -5.878 1.544 1.481  -0.2141
2 S -5.321 0.414 -0.123  0.9799
3 P -0.028 3.865 0.161  0.4219
4 O 2.283 -4.895 -2.531  -0.5547
5 O 3.161 2.940 0.742  -0.3654
6 O 0.168 6.705 0.575  -0.6177
7 O -6.503 -0.005 -0.800  -0.5939
8 O -1.436 2.716 3.431  -0.5320
9 O 5.373 -6.914 1.264  -0.5364
10 O -1.701 -1.768 -1.146  -0.4554
11 O -1.856 -6.651 0.897  -0.5575
12 O -0.911 6.147 -1.422  -0.5513
13 O -4.474 -0.629 0.367  -0.4483
14 C -0.608 2.411 -0.843  -1.3101
15 C 4.666 -6.453 0.396  0.3738
16 C -1.747 -2.886 -0.674  0.3297
17 C 3.202 -6.823 -1.539  -0.3161
18 C 2.992 -5.359 -1.663  0.4166
19 C 4.455 -4.988 0.272  -0.3533
20 C -4.393 1.527 -1.203  -0.9434
21 C 4.895 1.223 0.510  -1.1482
22 C -2.590 -4.417 1.044  -0.4818
23 C 3.680 -4.482 -0.683  -0.4127
24 C -1.825 -5.532 0.432  0.2656
25 C -2.558 -3.188 0.534  -0.2410
26 C 2.585 2.794 -0.540  -0.4194
27 C -2.970 2.474 3.079  -1.2293
28 C -2.896 1.324 -0.984  0.0688
29 C -1.646 2.609 2.141  0.4558
30 C 3.662 1.724 1.260  -0.2655
31 C 1.646 3.948 -0.825  -1.7489
32 C -2.038 2.520 -1.427  -1.3418
33 C -1.017 -5.225 -0.775  -0.3534
34 C 3.977 -7.330 -0.585  -0.3546
35 C -0.981 -4.000 -1.288  -0.4576
36 C -1.591 3.853 1.312  -1.0467
37 B -0.304 5.735 -0.283  0.7601
38 H -0.465 -6.051 -1.207  0.4838
39 H 0.087 6.443 1.495  0.3317
40 H 3.356 2.771 -1.321  0.4109
41 H 2.080 1.819 -0.606  0.3494
42 H -1.303 1.682 1.687  0.7695
43 H 3.930 1.940 2.291  0.3840
44 H 5.432 0.535 1.162  0.4068
45 H 4.143 -8.394 -0.476  0.4066
46 H -0.395 -3.758 -2.166  0.4741
47 H -0.877 7.109 -1.473  0.3143
48 H 4.611 0.666 -0.381  0.2741
49 H -3.065 1.413 2.681  0.1660
50 H -0.497 1.465 -0.318  0.6942
51 H 0.073 2.331 -1.684  0.8835
52 H 4.965 -4.367 0.997  0.4062
53 H -2.557 3.958 0.825  0.3143
54 H -2.656 1.031 0.034  0.0918
55 H -2.525 3.474 -1.237  0.5675
56 H 3.513 -3.418 -0.793  0.4918
57 H -3.110 -2.366 0.966  0.5657
58 H 2.176 4.857 -0.516  0.4490
59 H -1.481 4.623 2.079  0.5750
60 H -4.743 2.529 -0.972  0.4908
61 H -4.678 1.190 -2.194  0.3749
62 H -2.594 0.475 -1.588  0.3790
63 H 1.489 4.062 -1.900  0.5414
64 H -3.167 2.131 4.098  0.4114
65 H 0.755 3.595 1.320  -0.1346
66 H 2.895 0.942 1.242  0.2809
67 H 5.554 2.044 0.242  0.2994
68 H 2.691 -7.444 -2.264  0.4361
69 H -1.942 2.444 -2.510  0.4616
70 H -3.170 -4.663 1.925  0.4271

Summary:
relative energy (zero: lowest compared OMol25 entry of this formula, charge and spin): 0.0 kcal/mol
structure (SMILES): CCOCC[PH](CCCCS(=O)(=O)Cl)(C[C@@H]1CO1)B(O)O.O=C1C=CC(=O)C=C1.O=C1C=CC(=O)C=C1
LUMO energy: -1.717 eV

---

Energy, respectively: -323.3995, -3116.0179, -1805.4679, -324.5343, -149.8078, -1931.8976, -903.0178, -2872.9392 Eh.
Strongest force on any atom, respectively: 8.99, 1.42, 4.96, 0.41, 3.27, 1.39, 5.41, 2.45 eV/Å.